Below is a molecular structure, C8H22AlN2O2 in a non-equilibrium geometry, with properties calculated with ωB97M-V/def2-TZVPD.

```
35
Properties=species:S:1:pos:R:3:lowdin_charge:R:1
Al 2.275 -0.491 1.152 1.00
C -4.393 -4.860 2.743 0.04
C -3.455 -3.645 3.059 -0.32
C -2.436 -3.922 4.218 -0.11
O -1.678 -2.753 4.547 -0.06
C -2.249 -2.150 5.690 -0.05
N -2.777 -3.321 1.840 0.19
H -4.714 -5.321 3.677 0.11
H -3.859 -5.632 2.189 0.10
H -5.256 -4.619 2.124 0.11
H -4.062 -2.748 3.185 0.16
H -1.780 -4.701 3.829 0.15
H -2.925 -4.383 5.077 0.15
H -1.970 -2.751 6.555 0.13
H -3.288 -1.834 5.598 0.12
H -1.745 -1.204 5.889 0.11
H -2.258 -4.142 1.562 0.12
H -3.466 -3.122 1.129 0.14
C 3.099 5.783 -3.549 0.01
C 2.838 4.359 -3.181 -0.40
C 3.133 3.258 -4.240 -0.11
O 2.480 2.030 -3.842 -0.08
C 2.223 1.192 -4.948 -0.05
N 3.529 4.032 -1.965 0.18
H 4.054 5.854 -4.070 0.11
H 3.333 6.420 -2.696 0.10
H 2.279 6.103 -4.192 0.12
H 1.819 4.162 -2.848 0.16
H 4.207 3.068 -4.258 0.16
H 2.729 3.652 -5.172 0.15
H 3.137 0.828 -5.417 0.12
H 1.507 1.556 -5.685 0.13
H 1.841 0.253 -4.547 0.10
H 3.308 4.842 -1.404 0.11
H 4.520 4.208 -2.045 0.12
```

Computed properties:
* 2S+1: 1
* LUMO level: -15.48 eV
* HOMO: -16.80 eV
* E_tot: -819.074192 Ha
* frontier orbital gap: 1.3 eV
* net charge: +3

Below is a molecular structure, C8H22Br2CrN5O11 in a non-equilibrium geometry, with properties calculated with ωB97M-V/def2-TZVPD.

```
49
Properties=species:S:1:pos:R:3:mulliken_spin:R:1
Cr 2.033 0.956 -3.874 5.07
C 0.192 0.758 -0.884 -0.04
O 0.779 0.728 -2.178 -0.02
H -0.739 0.192 -0.865 0.00
H 0.875 0.283 -0.180 0.02
H 0.092 1.739 -0.419 0.00
Br 4.547 0.670 1.324 0.00
C 4.259 -1.197 1.739 0.00
C 3.075 -1.641 0.888 0.00
Br 2.648 -3.592 1.173 0.00
H 4.063 -1.202 2.811 0.00
H 5.175 -1.777 1.633 0.00
H 3.281 -1.476 -0.169 0.01
H 2.214 -1.019 1.130 0.00
C -3.012 2.348 0.798 0.00
N -2.684 3.792 0.538 0.00
O -3.058 4.149 -0.579 0.00
O -2.197 4.527 1.420 0.00
H -2.652 1.652 0.040 0.00
H -4.099 2.278 0.771 0.00
H -2.599 2.156 1.788 0.00
C 1.542 3.887 1.345 0.00
N 1.407 3.528 2.766 0.00
O 1.004 2.404 3.031 0.00
O 1.664 4.340 3.625 0.00
H 1.822 2.955 0.853 0.00
H 2.354 4.604 1.225 0.00
H 0.671 4.275 0.818 0.00
C 1.036 -2.962 -2.491 0.00
N 1.848 -2.550 -3.661 -0.02
O 1.988 -1.342 -3.859 -0.04
O 2.314 -3.408 -4.350 0.03
H 0.822 -4.029 -2.430 0.00
H 0.077 -2.454 -2.592 0.00
H 1.646 -2.610 -1.660 0.00
C -3.106 -1.245 -2.292 0.00
N -3.902 -0.061 -1.943 0.00
O -4.136 0.770 -2.795 0.00
O -4.370 0.064 -0.811 0.00
H -2.158 -1.302 -1.757 0.00
H -2.778 -1.273 -3.331 0.00
H -3.799 -2.071 -2.130 0.00
C -0.504 -2.372 2.244 0.00
N -2.006 -2.140 2.180 0.00
O -2.616 -2.621 3.109 0.00
O -2.482 -1.569 1.233 0.00
H -0.170 -2.056 1.256 0.00
H -0.217 -3.394 2.495 0.00
H -0.145 -1.692 3.017 0.00
```

Computed properties:
* 2S+1: 6
* LUMO level (alpha / beta): -0.83 / -0.83 eV
* HOMO (alpha / beta): -7.68 / -8.44 eV
* E_tot: -7611.315790 Ha
* frontier orbital gap (alpha / beta): 6.9 / 7.6 eV

Below is 3 unconnected molecules or ions with the total composition C8H22BrN2 in a non-equilibrium geometry, with properties calculated with ωB97M-V/def2-TZVPD.

```
33
Properties=species:S:1:pos:R:3:lowdin_charge:R:1
N 3.694 -16.154 -11.645 0.25
H 3.453 -16.251 -12.631 0.14
H 3.113 -15.523 -11.101 0.14
H 4.659 -15.817 -11.597 0.15
H 3.692 -17.116 -11.217 -0.10
Br 3.880 -18.792 -9.669 -0.26
C -3.517 -17.131 -6.778 -0.10
C -2.017 -17.036 -6.934 -0.24
C -1.404 -18.361 -7.384 -0.10
N -0.082 -18.188 -8.093 -0.27
C -0.285 -17.786 -9.508 0.02
C 0.657 -19.475 -8.079 -0.16
C 1.503 -19.533 -6.801 -0.15
C 1.445 -18.126 -6.220 -0.14
C 0.864 -17.268 -7.341 -0.09
H -3.951 -16.348 -6.158 0.08
H -3.897 -18.016 -6.249 0.09
H -4.023 -17.230 -7.740 0.08
H -1.514 -16.708 -6.022 0.11
H -1.814 -16.228 -7.645 0.11
H -2.075 -18.811 -8.110 0.14
H -1.178 -18.929 -6.486 0.14
H -0.620 -16.755 -9.616 0.11
H -1.039 -18.429 -9.955 0.11
H 0.674 -17.905 -10.009 0.08
H 1.352 -19.756 -8.868 0.06
H -0.035 -20.321 -8.097 0.14
H 2.517 -19.781 -7.116 0.08
H 1.244 -20.329 -6.105 0.12
H 2.419 -17.707 -5.965 0.13
H 0.888 -18.025 -5.285 0.12
H 1.669 -17.137 -8.069 0.10
H 0.372 -16.350 -7.047 0.12
```

Computed properties:
* 2S+1: 1
* LUMO level: -3.14 eV
* HOMO: -11.21 eV
* E_tot: -3001.304504 Ha
* frontier orbital gap: 8.1 eV
* net charge: +1

Below is a molecular structure, C8H22ClMnSiYb in a non-equilibrium geometry, with properties calculated with ωB97M-V/def2-TZVPD.

```
34
Properties=species:S:1:pos:R:3:mulliken_spin:R:1
Mn -0.041 -1.786 1.465 4.77
Cl -1.844 -2.383 2.850 0.04
C 0.650 0.108 1.893 0.07
H 0.997 0.927 1.223 0.01
H 1.491 -0.166 2.542 0.01
H -0.159 0.518 2.508 0.00
Yb 1.263 -0.325 -0.653 0.03
C 1.743 -1.411 -2.717 0.00
C 1.763 -2.480 0.692 0.01
C -1.406 1.619 -1.937 0.00
H 2.227 -2.573 1.684 0.01
H 1.490 -3.467 0.306 0.01
H 2.497 -1.988 0.015 -0.01
H 1.632 -0.762 -3.599 0.00
H 2.806 -1.696 -2.641 0.00
H 1.167 -2.329 -2.909 0.00
H -1.106 2.501 -1.350 0.00
H -0.489 1.218 -2.417 0.00
C -2.554 1.867 -2.925 0.00
Si -2.014 0.270 -0.614 -0.03
C -2.415 1.300 0.901 0.01
C -3.717 -0.485 -0.946 0.02
C -0.939 -1.285 -0.363 0.04
H -3.506 1.874 -2.384 0.00
H -2.579 1.058 -3.659 0.00
H -2.489 2.828 -3.462 0.00
H -3.320 1.882 0.662 0.00
H -2.633 0.674 1.777 0.00
H -1.608 1.992 1.157 0.00
H -3.644 -1.308 -1.673 0.00
H -4.072 -0.907 0.009 0.00
H -4.431 0.278 -1.299 0.00
H -1.635 -2.124 -0.168 0.00
H -0.494 -1.620 -1.330 -0.02
```

Computed properties:
* 2S+1: 6
* LUMO level (alpha / beta): 2.32 / 2.19 eV
* HOMO (alpha / beta): -2.88 / -3.67 eV
* E_tot: -3377.339534 Ha
* frontier orbital gap (alpha / beta): 5.2 / 5.9 eV
* net charge: -1